The following is a quantum chemistry calculation of the molecule CH2O4 in a non-equilibrium geometry, from OMol25.

Calculated values
frontier orbital gap = 0.41707 Eh

Structure (XYZ):
```
7
Properties=species:S:1:pos:R:3:forces:R:3
C -0.00991 0.06527 0.11618 1.42 -0.08 0.56
O 0.61794 -0.28244 1.32824 0.23 -0.05 -1.49
O 0.66158 -1.16582 0.06643 -0.63 1.33 0.50
O 0.37286 1.09830 -0.64948 -1.11 0.48 0.66
O -1.33715 0.10010 0.15085 -0.76 -1.05 -0.23
H 1.21611 1.02092 -1.03598 1.86 -0.43 -0.32
H -1.52143 -0.83634 0.02375 -1.02 -0.20 0.31
```
Forces are in eV/Å.

=====

The following is a quantum chemistry calculation of a structure of composition C59H50Br2N6O4P2ReS in a non-equilibrium geometry, from OMol25.

Calculated values
net charge = +4
frontier orbital gap (alpha / beta) = 0.24054 / 0.18175 Eh
2S+1 = 2

Structure (XYZ):
```
125
Properties=species:S:1:pos:R:3:forces:R:3
Re 0.90202 0.55135 -0.76537 0.08 0.27 1.34
C -11.88173 1.54022 -5.80566 -0.26 0.29 -0.67
O -11.33722 1.23120 -4.51076 0.09 -0.16 0.26
C -10.08378 1.02286 -4.29509 0.02 0.01 0.11
C -9.73669 0.73444 -2.93804 0.01 -0.02 0.19
C -8.43506 0.58003 -2.58547 -0.02 0.03 0.01
C -7.41265 0.65885 -3.56700 -0.06 0.04 -0.07
C -7.76475 0.88233 -4.92309 -0.08 -0.05 -0.03
C -9.06342 1.07611 -5.28791 0.16 0.01 -0.30
C -6.03940 0.56427 -3.13645 0.14 0.04 0.15
N -5.65614 0.81297 -1.89455 -0.19 -0.04 0.12
C -4.31498 0.68004 -1.88503 0.12 -0.13 -0.58
C -3.84859 0.32026 -3.15655 -0.20 0.15 0.58
N -4.96134 0.26541 -3.93742 -0.14 -0.02 -0.21
C -2.47256 0.03819 -3.41769 0.35 -0.09 -0.06
C -1.92933 -0.42485 -4.62478 0.03 0.02 0.14
C -0.58455 -0.71914 -4.68754 -0.09 -0.10 -0.06
C 0.21891 -0.52088 -3.57297 0.16 0.00 -0.06
N -0.26221 -0.04309 -2.42267 0.07 0.52 0.24
C -1.59303 0.22489 -2.33184 -0.16 -0.14 -0.17
C -2.05144 0.68503 -1.05432 -0.27 0.12 0.24
N -1.08871 0.88720 -0.12079 -0.33 -0.05 0.27
C -1.47192 1.20229 1.11083 0.03 0.00 0.02
C -2.80904 1.38124 1.46256 -0.19 -0.02 -0.06
C -3.79262 1.23482 0.51112 0.06 -0.02 0.01
C -3.41343 0.87483 -0.78675 0.30 -0.01 0.03
H -12.95525 1.42115 -5.71134 0.03 -0.07 0.08
H -11.49760 0.87793 -6.57976 0.02 -0.12 0.16
H -11.66307 2.57760 -6.06262 0.09 -0.03 0.15
H -10.53970 0.65312 -2.21713 0.00 0.04 -0.01
H -8.15579 0.38542 -1.56009 -0.02 0.02 0.01
H -6.99791 0.94274 -5.68454 -0.01 0.04 0.00
H -9.31138 1.28317 -6.31987 -0.01 0.01 0.04
H -5.01502 -0.03235 -4.89890 0.04 0.01 0.00
H -2.55116 -0.55950 -5.50041 0.00 -0.03 0.00
H -0.14363 -1.10453 -5.59590 0.02 0.02 0.01
H 1.27641 -0.74530 -3.60816 0.01 0.09 0.02
H -0.67932 1.33715 1.83116 -0.01 -0.01 -0.02
H -3.06281 1.64279 2.48007 0.04 -0.01 0.01
H -4.83949 1.37900 0.74275 0.01 0.02 0.02
Br 2.78740 6.15774 -3.96586 -0.10 -0.22 0.11
C 2.20085 4.57475 -3.16034 0.06 0.04 0.00
C 0.85742 4.38851 -2.84063 0.08 0.10 -0.10
C 0.48096 3.21289 -2.23235 -0.19 0.05 -0.06
N 1.34343 2.23108 -1.93800 0.32 -0.12 -0.11
C 2.64632 2.39636 -2.26990 -0.07 0.08 -0.11
C 3.10083 3.55587 -2.87387 0.05 0.09 -0.04
C 3.48961 1.21721 -2.02551 0.05 -0.07 -0.05
C 4.85801 1.18459 -2.21607 0.02 0.06 -0.02
C 5.52989 -0.02049 -2.05094 0.13 -0.07 -0.02
Br 7.38975 -0.11339 -2.24949 -0.28 0.05 0.02
C 4.79844 -1.16329 -1.74870 0.09 0.02 -0.10
C 3.44329 -1.03970 -1.54094 0.07 -0.12 0.06
N 2.79509 0.12592 -1.63637 0.10 -0.01 0.31
H 0.12600 5.15330 -3.06099 -0.02 -0.03 0.01
H -0.55489 3.04905 -1.96247 0.03 -0.05 0.08
H 4.14002 3.66433 -3.14825 0.00 0.01 0.02
H 5.40593 2.07680 -2.48204 0.00 -0.01 -0.02
H 5.28746 -2.12123 -1.64705 -0.04 -0.03 0.02
H 2.84548 -1.90202 -1.27167 0.02 0.08 0.09
O 0.54411 -1.20398 0.50055 0.36 0.79 -0.91
P 0.71566 -2.10202 1.71285 -0.24 -0.33 0.57
C 1.95583 -1.52764 2.93068 -0.01 0.13 -0.46
P 3.52308 -0.84595 2.26151 0.37 -0.16 0.24
O 3.21105 0.02672 1.08322 -0.26 0.18 -0.30
C 4.30551 0.05724 3.60904 -0.25 -0.20 -0.09
C 4.15007 -0.31256 4.94448 -0.05 0.08 -0.06
C 4.84956 0.36547 5.93110 -0.01 -0.01 0.06
C 5.72041 1.39187 5.58645 0.02 -0.05 -0.01
C 5.89003 1.75071 4.25493 0.00 0.04 0.01
C 5.18400 1.08334 3.26525 -0.06 0.01 -0.05
C 4.60738 -2.25680 1.94209 -0.25 0.27 0.04
C 5.77808 -2.43949 2.67603 -0.02 -0.02 0.01
C 6.56623 -3.56033 2.45354 0.04 -0.02 0.00
C 6.18927 -4.50095 1.50640 0.02 0.04 0.01
C 5.02024 -4.32385 0.77575 -0.07 -0.01 -0.13
C 4.23609 -3.20282 0.98634 0.15 0.04 0.01
C -0.81634 -2.23384 2.66881 0.32 -0.01 -0.14
C -1.12343 -1.34613 3.70106 -0.03 0.02 -0.02
C -2.27224 -1.52649 4.45412 -0.03 0.11 0.04
C -3.12453 -2.58890 4.18438 0.02 -0.04 -0.05
C -2.83442 -3.46384 3.14662 -0.06 0.01 -0.03
C -1.68711 -3.28824 2.38896 -0.02 0.03 -0.01
C 1.11119 -3.77537 1.20079 -0.18 0.19 0.12
C 1.04474 -4.12903 -0.14356 -0.06 0.05 0.02
C 1.25722 -5.44705 -0.51869 0.02 -0.04 -0.05
C 1.52620 -6.40845 0.44665 0.02 0.02 0.02
C 1.59183 -6.05516 1.78938 0.00 -0.02 0.04
C 1.38006 -4.74112 2.17009 0.02 0.04 -0.03
H 2.14923 -2.35071 3.62027 -0.06 0.00 0.05
H 1.49999 -0.70542 3.48766 0.00 -0.06 0.04
H 3.49643 -1.13377 5.21477 0.01 0.03 0.07
H 4.72397 0.08908 6.96949 0.02 -0.02 -0.01
H 6.28688 1.89599 6.35830 -0.04 0.03 -0.01
H 6.57935 2.54319 3.99280 0.00 -0.04 -0.01
H 5.32084 1.32988 2.21984 0.02 0.09 -0.03
H 6.07539 -1.71387 3.42109 0.03 -0.03 0.00
H 7.47176 -3.69945 3.02862 0.01 0.00 -0.03
H 6.80799 -5.36984 1.32631 -0.01 -0.02 0.05
H 4.71801 -5.06428 0.04542 0.03 0.01 -0.01
H 3.32666 -3.06313 0.41922 0.10 -0.09 0.02
H -0.46986 -0.51515 3.93911 0.00 -0.03 0.03
H -2.49572 -0.84712 5.26637 0.01 -0.01 0.00
H -4.00750 -2.74215 4.79010 0.00 0.01 0.01
H -3.49208 -4.29644 2.93568 -0.01 0.01 0.01
H -1.46263 -3.98570 1.59228 0.02 -0.04 0.03
H 0.81170 -3.37402 -0.88614 -0.01 -0.02 -0.01
H 1.20037 -5.73199 -1.56098 0.00 0.01 0.00
H 1.67480 -7.43968 0.15517 0.02 0.01 -0.01
H 1.79448 -6.80660 2.54063 0.01 0.00 -0.01
H 1.40974 -4.47378 3.22046 0.00 -0.06 0.00
O 1.12211 2.23860 0.77249 -0.92 -1.48 -1.03
S 2.28887 3.12645 1.22620 0.53 0.49 0.12
C 1.92378 3.37995 3.00829 0.22 -0.01 -0.05
C 1.69247 4.87068 3.21829 -0.06 0.09 -0.06
C 0.97212 5.36416 1.96965 0.02 0.01 0.06
C 1.79103 4.83757 0.79997 -0.04 -0.14 0.14
H 2.74506 2.97244 3.59289 0.05 -0.11 -0.02
H 1.01936 2.79665 3.18513 0.01 -0.05 -0.08
H 2.64264 5.39492 3.33644 0.00 -0.02 0.02
H 1.11065 5.04165 4.12346 0.03 -0.03 0.02
H 0.89815 6.45048 1.94029 -0.01 -0.01 -0.03
H -0.03967 4.95356 1.92881 -0.01 0.03 0.00
H 2.71698 5.39973 0.66179 0.02 -0.05 0.02
H 1.24499 4.80521 -0.13957 0.09 -0.10 -0.10
```
Forces are in eV/Å.

=====

The following is a quantum chemistry calculation of a structure of composition C26H38N6O2Si2Tl, from OMol25.

Calculated values
net charge = -1
frontier orbital gap = 0.18719 Eh

Structure (XYZ):
```
75
Properties=species:S:1:pos:R:3:forces:R:3
Tl -0.76607 0.19888 -0.08334 -0.05 -0.03 -0.04
C 0.47962 -1.26408 5.14657 0.04 -0.01 -0.06
C 0.04631 -1.54303 3.84128 0.12 0.04 -0.01
N 0.75582 -1.27170 2.76792 -0.08 -0.06 0.02
C 1.95050 -0.66684 2.91488 -0.09 -0.07 0.05
C 2.48732 -0.37480 4.17976 0.09 0.04 0.08
C 1.71404 -0.69210 5.30873 -0.02 0.02 0.00
C 3.78433 0.23648 4.29098 -0.01 0.00 -0.13
C 4.49616 0.53833 3.18495 -0.11 -0.03 0.07
C 3.96456 0.28455 1.87401 0.19 0.08 0.08
C 4.67131 0.62734 0.70726 -0.06 0.01 -0.04
C 4.07957 0.44118 -0.51293 -0.08 -0.01 0.08
C 2.77252 -0.07764 -0.54837 -0.01 0.13 -0.05
N 2.11200 -0.44598 0.52685 0.02 -0.16 -0.14
C 2.69355 -0.28677 1.72511 0.00 0.03 0.07
H -0.14648 -1.51128 5.99322 -0.01 0.02 -0.01
H -0.91696 -2.01111 3.66697 -0.03 -0.02 0.00
H 2.10094 -0.46826 6.29625 0.01 0.00 0.00
H 4.17008 0.45555 5.27954 0.00 -0.01 0.00
H 5.46739 1.01256 3.26276 0.02 -0.03 0.00
H 5.66314 1.05641 0.79299 0.00 0.01 0.00
H 4.57599 0.71246 -1.43421 -0.01 0.01 -0.01
H 2.22071 -0.14499 -1.48162 0.02 -0.03 -0.05
C -0.35903 -2.49123 -2.32555 -0.06 0.01 0.06
Si -0.09764 -0.94737 -3.36511 0.01 -0.10 -0.02
C 1.51510 -1.26602 -4.31213 -0.01 0.07 0.01
C -1.48715 -0.97807 -4.65140 0.02 0.07 0.03
N -0.06659 0.40432 -2.34454 0.02 -0.07 -0.21
C 0.16318 1.70949 -2.74574 -0.09 -0.13 0.23
C 0.36879 2.09969 -4.07223 0.02 -0.02 -0.07
C 0.58755 3.42022 -4.45652 0.00 0.06 0.05
C 0.60551 4.40520 -3.48711 0.01 -0.01 -0.05
C 0.40488 4.04798 -2.15675 0.01 0.06 0.02
C 0.17772 2.73198 -1.73963 0.19 0.20 0.26
N -0.01138 2.39286 -0.41038 -0.10 -0.18 -0.23
Si 0.01015 3.43576 0.91686 0.06 0.16 0.16
C 1.64671 4.35539 1.16488 0.00 -0.01 -0.04
C -0.22549 2.45467 2.51204 0.01 -0.03 -0.10
C -1.35205 4.74626 0.92864 0.00 -0.02 -0.05
H -0.36188 -3.38200 -2.95898 0.01 -0.04 -0.05
H -1.30951 -2.45519 -1.78741 0.01 -0.01 -0.01
H 0.42249 -2.61430 -1.57233 0.03 0.02 0.02
H 1.40987 -2.13223 -4.96991 0.00 -0.05 -0.03
H 2.33167 -1.47440 -3.61636 0.02 -0.03 0.04
H 1.81664 -0.41252 -4.91972 0.01 0.03 -0.04
H -1.47208 -1.90866 -5.22407 0.00 -0.05 -0.02
H -1.42581 -0.14677 -5.35395 0.01 0.05 -0.04
H -2.45237 -0.90405 -4.14519 -0.04 -0.01 0.02
H 0.34982 1.34016 -4.84245 -0.02 -0.09 -0.06
H 0.73425 3.66306 -5.50252 0.01 0.00 -0.02
H 0.77098 5.44348 -3.75049 0.00 0.02 0.00
H 0.42127 4.82264 -1.39955 -0.01 0.06 -0.02
H 2.45789 3.63742 1.30884 0.04 -0.04 0.01
H 1.59733 4.99426 2.04996 0.01 0.04 0.06
H 1.90929 4.97983 0.30993 0.01 0.01 -0.02
H 0.54738 1.68988 2.61908 0.02 -0.03 0.01
H -1.19430 1.95403 2.54996 -0.04 -0.03 -0.01
H -0.15512 3.12295 3.37391 0.00 0.05 0.03
H -1.28312 5.42284 0.07565 0.01 0.02 -0.03
H -1.31767 5.34520 1.84175 0.00 0.03 0.05
H -2.32602 4.25509 0.87925 -0.05 -0.01 0.01
C 0.01957 -4.20481 1.27977 0.07 0.01 -0.09
O -0.83320 -3.12474 0.98254 -0.23 0.01 0.23
H 0.76466 -4.35229 0.49000 0.02 -0.01 0.02
H -0.58652 -5.10942 1.35394 -0.01 0.01 -0.02
H 0.54525 -4.06381 2.22776 0.02 0.01 0.04
H -0.40362 -2.29062 1.24161 0.13 0.04 -0.12
N -3.72672 -2.48416 0.04337 -0.01 -0.17 0.07
C -4.41583 -1.31169 0.08697 0.27 0.01 -0.19
N -5.65735 -1.33679 -0.54000 -0.13 -0.04 0.07
O -4.00281 -0.31768 0.64731 -0.28 0.12 0.21
H -4.03974 -3.24939 -0.52454 0.03 0.01 0.01
H -2.77539 -2.50881 0.38936 0.02 0.03 -0.02
H -5.79939 -1.98900 -1.29279 0.04 0.04 -0.04
H -6.02361 -0.41340 -0.70078 0.02 -0.01 -0.03
```
Forces are in eV/Å.

=====

Calculated relative energy (zero: lowest compared OMol25 entry of this formula, charge and spin) (eV), listed in the same order as above: 1.2689, 1.3601, 0.0000